Below is a cluster of 2 separate species, HN3O2 in total, with properties calculated with ωB97M-V/def2-TZVPD.

Kohn-Sham gap (spin up / spin down) = 8.6 / 10.4 eV
LUMO energy (spin up / spin down) = 0.06 / -1.35 eV
Energy above the lowest of the compared OMol25 structures with the same formula, charge and spin = 0.000 eV

Geometry as ORCA input:
```
! wB97M-V def2-TZVPD RIJCOSX def2/J DEFGRID3
* xyz 0 3
N -3.579 -0.280 -0.388
N -1.199 0.626 0.100
N -0.359 -0.153 0.361
O -2.718 -0.419 0.395
O -1.441 1.700 -0.393
H 0.531 0.024 0.049
*
```

Mulliken population analysis, charges in e, atoms 1 to 2: atom 1 (N): 0.08, atom 2 (N): 0.86

---

Below is a structure of composition C14H26NOPSn, with properties calculated with ωB97M-V/def2-TZVPD.

Kohn-Sham gap (spin up / spin down) = 6.0 / 6.0 eV
LUMO energy (spin up / spin down) = -9.27 / -9.48 eV
Energy above the lowest of the compared OMol25 structures with the same formula, charge and spin = 0.000 eV

Geometry as ORCA input:
```
! wB97M-V def2-TZVPD RIJCOSX def2/J DEFGRID3
* xyz 2 1
C -1.720 -3.224 -0.793
C -1.165 -2.361 -1.735
C -0.148 -1.467 -1.368
C 0.394 -1.559 -0.089
C -0.241 -2.317 0.896
C -1.273 -3.189 0.531
C 0.268 -0.424 -2.361
C -0.955 0.403 -2.843
N -1.761 0.957 -1.782
Sn 2.394 -0.760 0.408
C 0.163 -2.202 2.348
P 1.133 -0.656 2.618
H -1.520 -2.365 -2.770
H -1.722 -3.828 1.293
H -2.510 -3.914 -1.085
H 0.775 -3.057 2.683
H -0.713 -2.133 3.015
H 1.036 0.246 -1.952
H 0.690 -0.905 -3.258
H -0.592 1.242 -3.465
C 1.856 -0.712 4.265
C -0.176 0.607 2.634
H -1.606 -0.244 -3.450
C -3.124 0.536 -1.638
C -1.428 2.258 -1.268
H 2.185 0.926 -0.209
H -3.765 0.906 -2.460
H -3.177 -0.562 -1.630
H -3.516 0.926 -0.688
H -1.696 3.061 -1.985
H -2.004 2.431 -0.345
H -0.350 2.345 -1.053
H -1.055 0.224 3.174
H 0.206 1.506 3.137
H -0.475 0.876 1.612
H 1.150 -1.162 4.979
H 2.784 -1.301 4.248
H 2.093 0.314 4.578
H 2.179 1.906 -0.359
C 3.522 3.345 -0.773
O 2.179 2.984 -0.527
H 3.565 4.094 -1.577
H 4.115 2.467 -1.074
H 4.005 3.783 0.116
*
```

Mulliken population analysis, charges in e, atoms 1 to 2: atom 1 (C): -0.70, atom 2 (C): -0.82

---

Below is a structure of composition C19H22BeN2Se, with properties calculated with ωB97M-V/def2-TZVPD.

Kohn-Sham gap (spin up / spin down) = 4.8 / 6.6 eV
LUMO energy (spin up / spin down) = 0.14 / 0.44 eV
Energy above the lowest of the compared OMol25 structures with the same formula, charge and spin = 2.258 eV

Geometry as ORCA input:
```
! wB97M-V def2-TZVPD RIJCOSX def2/J DEFGRID3
* xyz 0 1
C -1.187 0.532 1.591
C -1.662 1.704 -1.009
H -1.519 -0.463 1.917
H -2.036 1.225 1.533
H -0.427 0.938 2.354
H -1.589 1.811 -2.100
H -2.674 1.918 -0.636
H -0.932 2.373 -0.537
C 1.662 -1.136 2.611
C 2.537 -2.180 2.910
C 3.584 -2.473 2.026
C 3.695 -1.721 0.857
H 0.882 -0.840 3.319
H 2.402 -2.731 3.836
H 4.291 -3.259 2.258
H 4.531 -1.869 0.187
N 1.752 -0.480 1.427
C 2.744 -0.754 0.525
C 2.725 -0.003 -0.758
N 1.700 0.851 -1.015
C 1.630 1.539 -2.164
C 3.641 0.510 -2.961
C 2.549 1.359 -3.193
H 0.818 2.253 -2.273
H 2.400 1.882 -4.135
C 3.747 -0.127 -1.720
H 4.619 -0.733 -1.469
H 4.386 0.357 -3.737
Be 0.771 0.775 0.980
C 1.146 2.394 1.399
H 1.234 3.088 0.540
H 2.112 2.435 1.923
H 0.361 2.815 2.066
Se -1.019 -0.099 -0.539
C -2.849 -0.769 -0.578
C -3.402 -1.398 0.531
C -4.787 -1.655 0.568
C -5.611 -1.284 -0.505
C -5.027 -0.731 -1.660
C -3.649 -0.467 -1.697
H -2.779 -1.632 1.392
H -5.229 -2.097 1.463
H -6.698 -1.422 -0.455
H -5.646 -0.459 -2.514
H -3.198 0.022 -2.563
*
```

Mulliken population analysis, charges in e, atoms 1 to 2: atom 1 (C): -1.24, atom 2 (C): -1.30

---

Below is the molecule C6H7N3S, with properties calculated with ωB97M-V/def2-TZVPD.

Kohn-Sham gap = 8.9 eV
LUMO energy = 0.53 eV
Energy above the lowest of the compared OMol25 structures with the same formula, charge and spin = 5.439 eV

Geometry as ORCA input:
```
! wB97M-V def2-TZVPD RIJCOSX def2/J DEFGRID3
* xyz 0 1
C 3.248 -1.601 -0.237
C 2.061 -1.924 -0.151
C 0.806 -1.464 0.019
C 2.794 1.407 0.183
C -0.400 -2.302 -0.140
C 0.605 2.208 0.300
N 4.357 -1.054 -0.366
N 0.636 -0.094 0.170
N 1.505 1.136 0.199
S 4.240 0.627 -0.036
H 0.112 -3.281 0.114
H -0.620 -2.433 -1.162
H -1.235 -2.206 0.599
H 0.186 2.308 1.285
H 1.141 3.148 0.302
H -0.135 2.152 -0.523
H -0.315 0.019 0.349
*
```

Mulliken population analysis, charges in e, atoms 1 to 2: atom 1 (C): 0.37, atom 2 (C): -0.60

---

Below is the ion C4H10N2O with charge +1, with properties calculated with ωB97M-V/def2-TZVPD.

Kohn-Sham gap (spin up / spin down) = 11.2 / 5.5 eV
LUMO energy (spin up / spin down) = -3.72 / -8.90 eV
Energy above the lowest of the compared OMol25 structures with the same formula, charge and spin = 2.539 eV

Geometry as ORCA input:
```
! wB97M-V def2-TZVPD RIJCOSX def2/J DEFGRID3
* xyz 1 2
N -0.771 -2.068 -1.095
C -1.562 -1.215 -0.146
C -0.609 -0.190 0.613
N 0.378 0.284 -0.388
C 1.600 0.917 0.106
C 1.180 2.274 0.675
O 1.861 3.213 0.379
H -0.564 -1.477 -1.904
H -1.424 -2.695 -1.566
H -1.946 -1.862 0.658
H -2.304 -0.574 -0.638
H -0.074 -0.653 1.477
H -1.154 0.604 1.132
H 0.659 -0.612 -0.829
H 2.127 0.353 0.912
H 2.337 1.256 -0.664
H 0.266 2.445 1.276
*
```

Mulliken population analysis, charges in e, atoms 1 to 2: atom 1 (N): -0.71, atom 2 (C): -0.45

---

Below is the molecule C4H5FN2, with properties calculated with ωB97M-V/def2-TZVPD.

Kohn-Sham gap = 9.4 eV
LUMO energy = 0.80 eV
Energy above the lowest of the compared OMol25 structures with the same formula, charge and spin = 2.805 eV
SMILES = FNc1ccc[nH]1

Geometry as ORCA input:
```
! wB97M-V def2-TZVPD RIJCOSX def2/J DEFGRID3
* xyz 0 1
F 2.367 1.217 -1.158
N 1.599 -0.084 -1.249
C 0.529 -0.188 -0.364
C 0.503 -0.652 0.987
C -0.802 -0.388 1.475
C -1.581 0.122 0.411
N -0.713 0.260 -0.680
H 1.392 -0.022 -2.273
H 1.427 -1.066 1.464
H -1.122 -0.583 2.530
H -2.620 0.510 0.320
H -0.979 0.875 -1.462
*
```

Mulliken population analysis, charges in e, atoms 1 to 2: atom 1 (F): -0.26, atom 2 (N): -0.39

---

Below is the molecule H2N2O5S, with properties calculated with ωB97M-V/def2-TZVPD.

Kohn-Sham gap (spin up / spin down) = 8.5 / 8.5 eV
LUMO energy (spin up / spin down) = -1.55 / -1.55 eV
Energy above the lowest of the compared OMol25 structures with the same formula, charge and spin = 4.155 eV
SMILES = O=S(=O)=[N+]([O-])ONO

Geometry as ORCA input:
```
! wB97M-V def2-TZVPD RIJCOSX def2/J DEFGRID3
* xyz 0 1
O -1.590 0.514 0.996
S -1.777 -0.892 0.620
O -1.134 -1.790 1.462
N -0.181 -0.825 -0.841
O -0.365 -1.608 -1.722
O 1.078 -0.248 -0.907
N 1.206 1.090 -0.590
O 0.777 1.396 0.695
H 2.196 1.221 -0.356
H -0.209 1.142 0.644
*
```

Mulliken population analysis, charges in e, atoms 1 to 2: atom 1 (O): -0.59, atom 2 (S): 0.77

---

Below is a cluster of 2 separate species, C2H8OS in total, with properties calculated with ωB97M-V/def2-TZVPD.

Kohn-Sham gap = 9.5 eV
LUMO energy = 0.83 eV
Energy above the lowest of the compared OMol25 structures with the same formula, charge and spin = 0.151 eV
SMILES = CSC.O

Geometry as ORCA input:
```
! wB97M-V def2-TZVPD RIJCOSX def2/J DEFGRID3
* xyz 0 1
C -0.504 0.198 1.622
S -0.897 -1.078 0.414
C 0.786 -1.518 -0.050
H -1.453 0.592 2.023
H 0.056 1.030 1.163
H 0.090 -0.207 2.458
H 1.324 -0.657 -0.481
H 1.358 -1.894 0.814
H 0.733 -2.316 -0.811
O -0.145 2.097 -2.264
H -0.704 2.407 -3.012
H -0.645 1.344 -1.876
*
```

Mulliken population analysis, charges in e, atoms 1 to 2: atom 1 (C): -0.77, atom 2 (S): -0.09

---

Below is a cluster of 12 separate species, C5H35N2O12 in total, with properties calculated with ωB97M-V/def2-TZVPD.

Kohn-Sham gap = 9.8 eV
LUMO energy = -2.65 eV
Energy above the lowest of the compared OMol25 structures with the same formula, charge and spin = 5.882 eV

Geometry as ORCA input:
```
! wB97M-V def2-TZVPD RIJCOSX def2/J DEFGRID3
* xyz 1 1
C 2.102 0.683 0.547
N 1.479 -0.185 1.516
C 2.208 -0.790 2.638
C 1.563 -0.171 3.845
O 0.413 -0.500 4.185
C 1.141 0.832 -0.668
N -0.149 1.216 0.050
C -1.216 1.054 -1.065
H 3.138 0.193 0.170
H 2.470 1.616 0.995
H 1.056 -0.976 1.079
H 3.304 -0.680 2.573
H 2.011 -1.878 2.606
H 2.126 0.641 4.330
H 1.207 -0.176 -1.240
H 1.309 1.622 -1.413
H -0.240 2.218 0.277
H -0.384 0.694 0.999
H -1.973 1.766 -0.946
H -0.956 1.288 -2.129
H -1.656 0.080 -1.017
H -0.260 0.651 -4.834
H -0.392 -0.563 -3.958
O 0.055 -0.197 -4.746
H -4.852 -0.070 0.803
H -3.315 -0.079 0.685
O -4.125 0.319 0.350
H -0.104 2.914 -2.421
H -0.529 3.405 -3.803
O -0.096 2.681 -3.441
H 0.983 3.409 3.104
H -0.049 2.180 2.743
O 0.485 3.073 2.486
H 2.222 -4.172 -0.539
H 1.158 -4.012 -1.544
O 2.081 -3.861 -1.430
H 0.309 -4.145 1.545
H -0.498 -3.269 0.552
O 0.180 -3.927 0.606
H -2.434 -2.635 0.761
H -1.534 -1.752 -0.084
O -1.802 -1.942 0.813
H 1.862 -1.749 -2.613
H 1.619 -0.636 -3.535
O 1.283 -0.977 -2.672
H -0.534 -1.806 -1.993
H -1.616 -2.839 -1.628
O -1.457 -1.861 -1.766
H -1.610 4.588 0.224
H -0.605 4.224 1.295
O -0.803 4.157 0.321
H -1.621 0.579 3.097
H -1.440 -0.602 2.183
O -1.515 0.363 2.107
*
```

Mulliken population analysis, charges in e, atoms 1 to 2: atom 1 (C): -0.84, atom 2 (N): 0.24

---

So what do the calculations give for E? Going down the list: -8574.2187, -33577.9689, -88784.2298, -21634.4570, -9327.3892, -9923.9992, -24077.8994, -15086.3278, -33294.6836 eV.